{"formula": "H18O9", "method": "ωB97M-V with the def2-TZVPD basis set", "elements": ["O", "H", "H", "O", "H", "H", "O", "H", "H", "O", "H", "H", "O", "H", "H", "O", "H", "H", "O", "H", "H", "O", "H", "H", "O", "H", "H"], "coordinates": [[0.8279, 1.1185, -0.6054], [0.4572, 1.0781, -1.5102], [0.3281, 1.7113, -0.1188], [-0.0845, 1.4083, 2.0285], [0.6823, 1.8464, 1.6670], [0.0849, 1.2900, 2.9874], [0.3111, -1.0962, -1.4293], [-0.5186, -1.4605, -1.1944], [0.2637, -0.5243, -2.2398], [-1.2220, 3.1980, 4.6491], [-0.4919, 3.4475, 5.2095], [-0.7109, 2.4722, 4.1540], [-0.0403, -2.6982, -4.5581], [0.1958, -2.4624, -3.6919], [0.8525, -2.8272, -4.9532], [3.1801, -0.7455, -2.5170], [3.9497, -0.7934, -3.0240], [2.4549, -1.2408, -2.9313], [1.5018, -3.1795, -0.6770], [1.0698, -2.4827, -0.2171], [1.3454, -3.0206, -1.6285], [-1.8945, 2.0216, 0.2084], [-1.9315, 1.1085, -0.1048], [-1.3407, 2.0744, 0.9502], [-3.0584, -0.4396, 2.9595], [-2.3997, 0.3304, 3.0982], [-3.8120, -0.1342, 3.4889]], "forces_ev_per_a": [[1.9, -1.1, -1.8], [0.3, 0.6, 1.3], [-1.9, 1.9, 0.6], [-0.2, -0.3, 1.6], [0.7, 0.1, 0.2], [0.2, -0.1, -1.1], [1.3, 0.8, -2.3], [-1.6, -0.3, -0.2], [-0.6, -1.1, 1.3], [1.5, -2.1, -1.4], [0.1, 0.7, 0.8], [-1.7, 1.6, 0.7], [1.0, -0.5, -2.1], [0.1, 0.5, 2.2], [-1.1, 0.0, 0.0], [-2.4, 0.2, 1.4], [1.6, -0.4, -1.5], [0.8, 0.2, 0.1], [0.7, -1.8, -1.0], [-0.2, 0.9, 0.3], [0.1, 0.1, 1.2], [-1.7, 0.3, -2.4], [0.2, 0.2, 0.5], [0.9, -0.4, 1.8], [1.4, 2.2, 0.7], [-1.6, -1.9, -0.5], [0.1, -0.2, -0.2]], "nbo_charge": [-0.9203, 0.4572, 0.4553, -0.9477, 0.4898, 0.4738, -0.9496, 0.4840, 0.4708, -0.9041, 0.4640, 0.4383, -0.9186, 0.4526, 0.4655, -0.9283, 0.4702, 0.4574, -0.9344, 0.4745, 0.4586, -0.9584, 0.4707, 0.4787, -0.9345, 0.4641, 0.4706], "e_lumo_ev": -0.25, "relative_energy_kcal_mol": 108.4, "orbital_gap_ev": 10.66, "max_force_ev_per_a": 2.950, "smiles": "O.O.O.O.O.O.O.O.O"}



{"formula": "CHNP2S2", "method": "ωB97M-V with the def2-TZVPD basis set", "elements": ["N", "C", "P", "P", "S", "S", "H"], "coordinates": [[0.6901, -0.1689, -1.5374], [0.3105, -0.9996, -0.7724], [-0.6332, -1.6691, 0.4045], [-1.4531, 0.7741, 0.6824], [-0.3253, 2.2848, 1.1785], [-0.1824, -0.4847, 1.9213], [1.5935, 0.2634, -1.8767]], "forces_ev_per_a": [[1.9, 1.1, -0.9], [0.9, 1.9, -1.0], [-1.2, -4.2, -1.0], [1.4, 1.0, 2.1], [-0.8, 1.1, -1.4], [-0.6, 0.6, 1.6], [-1.5, -1.4, 0.5]], "nbo_charge": [-0.6100, 0.0668, 0.3009, 0.5303, -0.4413, -0.2899, 0.4432], "e_lumo_ev": -1.19, "relative_energy_kcal_mol": 29.6, "orbital_gap_ev": 6.86, "max_force_ev_per_a": 4.458, "smiles": "N=C=P1=P(=S)S1"}



{"formula": "C2H2ClF2I", "method": "ωB97M-V with the def2-TZVPD basis set", "elements": ["C", "C", "F", "F", "Cl", "I", "H", "H"], "coordinates": [[-0.5052, 0.2551, -0.3246], [3.0870, 0.9777, -0.3288], [-0.8493, 0.0634, -1.6138], [3.3529, 2.2494, -0.2580], [-1.0055, 1.8694, 0.2020], [4.6953, -0.2013, 0.0146], [-0.8192, -0.3771, 0.4321], [0.5364, 0.1346, -0.4673]], "forces_ev_per_a": [[1.6, 1.7, -1.1], [-1.8, 0.9, -0.4], [-1.9, -0.7, -0.7], [0.5, -0.4, 0.1], [0.2, 0.1, 0.0], [1.3, -0.5, 0.3], [-1.5, -1.8, 0.7], [1.5, 0.7, 1.1]], "nbo_charge": [0.0467, 0.1665, -0.3379, -0.3209, -0.0734, 0.1578, 0.1689, 0.1923], "e_lumo_ev": -0.99, "relative_energy_kcal_mol": 80.8, "orbital_gap_ev": 8.55, "max_force_ev_per_a": 2.598}